(1)
Computed, not measured: C6H8N2O in the gas phase in a non-equilibrium geometry, with ωB97M-V with the def2-TZVPD basis set.

For the largest force on an atom, the calculation gives 4.2 eV Å⁻¹. Its structure (SMILES) is C=N[C@]1(C(N)=O)CC1=C. The value obtained for the energy is -418.0532 Eh.

```
! wB97M-V def2-TZVPD RIJCOSX def2/J DEFGRID3
* xyz 0 1
C 0.6477 -1.0337 -0.3140
C -0.2620 1.9516 -1.2297
H -0.2861 -2.1682 -1.8147
C 0.4022 0.2835 0.3137
H 0.0175 2.7746 -1.8760
C 1.6094 -0.3319 0.8962
C -0.8010 0.5070 1.2136
H -2.6477 -0.2784 1.5868
N -1.8523 -0.3096 0.9655
N 0.6708 1.2002 -0.8376
H 2.5831 -0.0683 0.5123
H -1.7752 -1.0591 0.2994
H 1.5514 -0.6062 1.9398
H -1.2502 2.0393 -0.7726
C 0.6300 -1.8444 -1.3373
O -0.7598 1.2951 2.1323
H 1.5223 -2.3514 -1.6777
*
```

---

(2)
Computed, not measured: 2 unconnected molecules or ions with the total composition C6H8N2O in a non-equilibrium geometry, with ωB97M-V with the def2-TZVPD basis set.

For the largest force on an atom, the calculation gives 3.2 eV Å⁻¹. Its structure (SMILES) is N#CC(N)=O.CC#CC. The value obtained for the energy is -418.0999 Eh.

```
! wB97M-V def2-TZVPD RIJCOSX def2/J DEFGRID3
* xyz 0 1
H -2.4448 0.1245 -1.4077
H -1.3803 -1.8738 1.1124
C 2.3935 0.5598 -0.2128
N 0.2235 2.8012 0.8433
H 3.2974 0.0140 0.0656
H 2.3429 1.4743 0.3792
O -2.2290 0.3944 1.0984
H 0.0557 -2.9141 1.0789
C -1.4783 0.8051 0.2421
H -0.8880 -2.6335 -0.4076
C 0.2898 -1.0101 0.2132
N -1.7781 0.8131 -1.0935
C 1.2417 -0.2749 0.0529
H 2.4457 0.8262 -1.2689
C -0.5205 -2.1816 0.5151
C -0.4745 1.9385 0.5490
H -1.0969 1.1368 -1.7596
*
```

---

(3)
Computed, not measured: C6H8N2O in the gas phase in a non-equilibrium geometry, with ωB97M-V with the def2-TZVPD basis set.

For the largest force on an atom, the calculation gives 7.3 eV Å⁻¹. Its structure (SMILES) is CC(=O)Nc1ccc[nH]1. The value obtained for the energy is -418.0922 Eh.

```
! wB97M-V def2-TZVPD RIJCOSX def2/J DEFGRID3
* xyz 0 1
H -2.9835 1.7251 -0.4675
C 1.7134 0.8340 1.1138
O 3.0156 -0.1023 -0.5738
H -1.3599 -1.9805 0.8126
H 0.7261 -1.7293 -0.0793
C -2.3524 0.8719 -0.2580
N 0.7812 -0.9088 -0.4565
C -1.0346 0.9031 -0.7172
C 1.9113 -0.0828 0.0289
H 2.4492 0.7585 2.0232
H 1.8544 1.8128 0.7169
C -0.4593 -0.3255 -0.3195
H -0.3429 1.7525 -1.3529
H -3.4417 -0.5644 1.0196
C -2.6199 -0.2260 0.3521
H 0.6326 0.5538 1.5826
N -1.4398 -0.9996 0.3328
*
```

---

(4)
Computed, not measured: C6H8N2O in the gas phase in a non-equilibrium geometry, with ωB97M-V with the def2-TZVPD basis set.

For the largest force on an atom, the calculation gives 4.8 eV Å⁻¹. Its structure (SMILES) is C=C(C#N)C(=O)CNC. The value obtained for the energy is -418.0895 Eh.

```
! wB97M-V def2-TZVPD RIJCOSX def2/J DEFGRID3
* xyz 0 1
H 3.0905 -1.1647 -1.1282
C -1.8026 0.4369 1.4117
C 2.7349 -0.2337 -0.7667
C 1.4694 -0.0487 -0.3633
H -1.1209 -0.4156 -1.6312
H -1.9873 1.4315 1.6140
N 0.8718 2.3877 0.0570
H -0.8596 0.3568 2.0282
N -1.7009 0.3084 -0.0807
C -1.0057 -0.7694 -0.6211
H 3.3798 0.6757 -0.9219
H -1.5492 -1.8362 -0.4942
C 1.0984 1.2960 -0.1856
H -2.4898 -0.2518 1.8911
O 0.8186 -2.2055 -0.0177
C 0.4613 -1.0810 -0.2758
H -1.4086 1.1137 -0.5156
*
```

---

(5)
Computed, not measured: a molecular structure, C6H8N2O2 in a non-equilibrium geometry, with ωB97M-V with the def2-TZVPD basis set.

For the largest force on an atom, the calculation gives 4.2 eV Å⁻¹. The value obtained for the energy is -493.2830 Eh.

```
! wB97M-V def2-TZVPD RIJCOSX def2/J DEFGRID3
* xyz 0 1
H -1.6065 -1.6337 1.4947
H 0.6883 1.5201 -0.4757
C 0.8538 -0.8440 -2.3115
C -0.5792 0.3009 0.9388
O 0.0278 2.1751 3.1208
O 1.8394 -1.8640 -2.2085
H 2.2660 -1.9741 -3.0634
H -1.1728 2.8829 2.9013
N -0.4440 -1.5433 -0.2848
C 0.2562 -0.5788 -0.9707
N -1.9393 2.1182 2.0200
H -0.5709 -2.4975 -0.6131
C -0.9716 -1.0310 0.8511
H 0.0673 -1.1553 -3.0203
H 0.8545 2.2102 2.6172
C -1.0756 1.2465 1.9127
C 0.2120 0.5762 -0.2229
H 1.2946 0.0915 -2.6857
*
```

---

(6)
Computed, not measured: a molecular structure, C6H8N2O2 in a non-equilibrium geometry, with ωB97M-V with the def2-TZVPD basis set.

For the largest force on an atom, the calculation gives 4.3 eV Å⁻¹. The value obtained for the energy is -493.1749 Eh.

```
! wB97M-V def2-TZVPD RIJCOSX def2/J DEFGRID3
* xyz 0 1
O 1.3091 2.1250 -0.4263
C 0.1370 -0.2516 -0.7069
C 1.7500 -1.9951 -0.4284
H 2.4233 1.8523 -1.1812
H -4.5334 1.9948 1.8159
H -2.0555 -1.1043 0.4993
C -3.6457 1.4153 1.6290
C -1.6325 -0.1517 0.8504
H 2.5850 -1.2803 -0.4839
N 0.4693 -1.3671 -0.2313
H 1.9448 -2.6575 0.4254
C 0.9636 0.6514 -1.5577
H -0.9569 -0.3746 1.6893
C -2.6961 0.7541 1.2787
H 1.0189 1.8244 0.4448
N 2.0692 0.7049 -2.0756
H 1.7363 -2.6009 -1.3452
O -0.8864 0.4610 -0.1964
*
```

---

(7)
Computed, not measured: C6H8N2O2 in the gas phase in a non-equilibrium geometry, with ωB97M-V with the def2-TZVPD basis set.

For the largest force on an atom, the calculation gives 8.3 eV Å⁻¹. The value obtained for the energy is -493.2278 Eh.

```
! wB97M-V def2-TZVPD RIJCOSX def2/J DEFGRID3
* xyz 0 1
H -2.5035 -2.2913 0.5745
H -1.1740 -1.4022 1.5512
C -2.3201 -0.1661 0.3269
H 1.8576 1.6213 0.7514
C 0.7832 -1.4051 -0.6124
H -3.1758 -0.0254 -0.3791
N 1.2652 0.9116 0.2684
C -2.0051 -1.3371 0.8793
O 2.8534 -0.7215 0.4657
O -0.3539 2.4952 -0.0575
H -1.6913 0.7360 -0.8241
C -0.0383 1.3403 -0.1416
N -0.8645 0.3374 -0.4711
C -0.5048 -1.0025 -0.8448
C 1.7468 -0.4386 -0.0290
H 1.1315 -2.4097 -0.7467
H -1.9035 0.6454 0.8664
H -1.3120 -1.7520 -1.1105
*
```

---

(8)
Computed, not measured: C6H8N2OS in the gas phase in a non-equilibrium geometry, with ωB97M-V with the def2-TZVPD basis set.

For the largest force on an atom, the calculation gives 5.3 eV Å⁻¹. The value obtained for the energy is -816.2638 Eh.

```
! wB97M-V def2-TZVPD RIJCOSX def2/J DEFGRID3
* xyz 0 3
C 2.1729 1.2842 -0.2568
S 1.5092 -2.4780 0.4816
H -2.8399 0.4383 1.0252
H -1.3208 1.4582 1.2264
C 0.3979 0.1017 0.1457
H -0.9559 0.2049 -1.8827
H 3.6726 -0.3299 -0.2180
H -1.5037 -0.0181 2.1144
O 3.0183 2.1285 -0.3470
C -1.8010 0.5515 1.2054
C 1.6065 -0.8621 0.1414
N 0.8680 1.2270 -0.1311
N 2.6462 -0.0899 -0.1449
H -1.0360 -1.3403 0.5836
C -1.0043 -0.3757 0.2443
H -1.3753 -1.3260 -1.7199
H -2.5276 -0.1987 -1.2206
C -1.5270 -0.3757 -1.2470
*
```